[1]
8
Properties=species:S:1:pos:R:3:forces:R:3 method="wB97M-V/def2-TZVPD" multiplicity=1 total_charge=0 e_tot_ha=-3088.08854
C 0.192 0.159 -0.479 2.539 -1.655 -2.659
C 2.865 -0.501 -0.434 0.244 0.150 -0.143
C -0.521 0.767 0.385 -1.228 -0.071 3.491
S 1.432 -1.090 0.010 -0.407 0.041 0.193
Br -2.383 -1.617 0.481 0.100 0.069 -0.044
H 0.197 0.352 -1.551 -0.235 -0.094 0.223
H -1.325 1.363 0.128 -1.246 1.546 -0.715
H -0.458 0.567 1.460 0.233 0.012 -0.346

=====

[2]
32
Properties=species:S:1:pos:R:3:forces:R:3 method="wB97M-V/def2-TZVPD" multiplicity=1 total_charge=+1 e_tot_ha=-2554.21838
Sr 2.924 -0.680 1.337 0.386 -0.217 -0.005
C -1.799 -2.234 -1.490 -0.038 -0.108 -0.014
C -1.941 -0.803 -1.140 0.160 0.112 0.017
N -0.949 0.074 -1.073 -0.021 0.104 -0.126
C -1.552 1.192 -0.699 -0.587 -0.040 0.090
C -2.898 1.117 -0.511 0.217 0.012 -0.216
N -3.117 -0.215 -0.810 -0.129 -0.013 -0.001
C -3.828 2.213 -0.132 0.407 -0.200 0.600
O -5.087 1.906 0.180 -0.222 0.076 -0.117
O -3.395 3.321 -0.028 -0.117 0.066 -0.251
C 0.428 2.326 -0.433 -0.070 0.041 0.069
O -0.782 2.396 -0.486 0.309 -0.103 -0.053
O 1.553 2.383 -0.397 -0.103 0.032 -0.028
H -0.785 -2.418 -1.832 0.007 0.011 -0.018
H -2.494 -2.516 -2.281 0.004 -0.016 0.000
H -1.995 -2.859 -0.617 -0.004 -0.016 -0.020
H -4.004 -0.696 -0.821 0.002 0.039 -0.019
H -5.279 0.962 0.197 0.020 0.002 -0.017
F 2.973 -1.369 -1.032 -0.121 0.081 0.312
P 4.645 -1.216 -1.223 0.529 -0.092 -0.872
F 4.751 -1.974 0.271 -0.278 0.232 0.270
F 4.687 -2.617 -1.926 -0.002 0.075 0.032
F 6.196 -1.005 -1.215 -0.060 -0.014 -0.022
F 4.407 -0.414 -2.554 -0.024 -0.038 0.086
F 4.459 0.229 -0.353 -0.199 -0.177 0.297
F 0.616 0.145 1.118 0.353 -0.101 0.262
P 0.352 0.435 2.794 -0.652 0.227 0.203
F -1.028 -0.305 2.642 -0.037 0.049 0.032
F 1.110 -1.025 3.053 0.075 0.201 -0.267
F 0.215 0.691 4.323 -0.036 -0.001 -0.100
F 1.866 1.107 2.779 0.242 -0.136 -0.171
F -0.250 1.847 2.358 -0.014 -0.088 0.048